Record 1
{"formula": "C4H5FN2", "method": "ωB97M-V/def2-TZVPD", "lumo_ev": 0.76, "smiles": "F/C=C1\\CNC=N1", "e_homo_ev": -8.65, "gap_ev": 9.42, "relative_energy_kcal_mol": 43.76, "symbols": ["F", "C", "C", "C", "N", "C", "N", "H", "H", "H", "H", "H"], "xyz": [[2.866, 0.226, -0.125], [1.828, -0.688, -0.191], [0.577, -0.333, -0.050], [-0.033, 0.981, 0.107], [-1.427, 0.681, -0.451], [-1.507, -0.716, -0.089], [-0.402, -1.348, 0.019], [2.189, -1.744, -0.236], [0.109, 1.336, 1.234], [0.459, 1.775, -0.480], [-2.246, 1.124, 0.148], [-2.412, -1.295, 0.114]]}

Record 2
{"formula": "C4H5FNO6P", "method": "ωB97M-V/def2-TZVPD", "lumo_ev": 6.19, "smiles": "O=C=[N+]([O-])[C@H](O)CC(F)=P([O-])([O-])O", "e_homo_ev": -0.51, "gap_ev": 6.70, "charge": -2, "symbols": ["O", "C", "N", "O", "C", "O", "C", "C", "F", "P", "O", "O", "O", "H", "H", "H", "H", "H"], "xyz": [[1.982, 1.060, 1.261], [1.319, 0.638, 0.324], [1.337, 0.641, -1.009], [1.877, 1.642, -1.689], [0.259, -0.076, -1.795], [0.024, 0.716, -2.827], [-0.919, -0.307, -0.812], [-0.351, -0.762, 0.477], [0.301, -2.017, 0.423], [-1.232, -0.403, 2.109], [-1.736, 0.974, 1.892], [-2.215, -1.485, 2.498], [0.062, -0.275, 3.142], [0.707, -1.047, -1.993], [0.892, 1.340, -2.862], [-1.353, 0.598, -0.529], [-1.717, -1.153, -1.079], [0.762, -0.083, 2.469]]}

Record 3
{"formula": "C4H5FO2", "method": "ωB97M-V/def2-TZVPD", "lumo_ev": 0.84, "smiles": "O=CCO/C=C/F", "e_homo_ev": -9.38, "gap_ev": 10.22, "relative_energy_kcal_mol": 45.77, "symbols": ["O", "C", "C", "O", "C", "C", "F", "H", "H", "H", "H", "H"], "xyz": [[-1.756, -1.510, -0.431], [-1.969, -0.483, 0.135], [-1.035, 0.712, 0.152], [0.081, 0.589, -0.689], [1.021, -0.322, -0.257], [2.290, 0.033, -0.215], [3.248, -0.852, 0.106], [-2.879, -0.338, 0.732], [-0.745, 0.906, 1.184], [-1.586, 1.589, -0.194], [0.664, -1.334, -0.060], [2.667, 1.009, -0.463]]}

Record 4
{"formula": "C4H5FO2", "method": "ωB97M-V/def2-TZVPD", "lumo_ev": 0.79, "smiles": "CC(=O)O/C=C/F", "e_homo_ev": -9.45, "gap_ev": 10.25, "relative_energy_kcal_mol": 21.32, "symbols": ["C", "C", "O", "O", "C", "C", "F", "H", "H", "H", "H", "H"], "xyz": [[-2.181, -0.101, -0.007], [-0.763, 0.368, -0.097], [-0.321, 1.484, -0.016], [0.017, -0.772, -0.061], [1.376, -0.657, 0.021], [2.153, 0.419, 0.002], [3.496, 0.223, -0.047], [-2.253, -0.601, 0.967], [-2.295, -0.866, -0.792], [-2.883, 0.710, -0.067], [1.818, -1.655, 0.054], [1.834, 1.448, 0.041]]}

What did the first record say?
{"formula": "C4H5FN2", "method": "ωB97M-V/def2-TZVPD", "lumo_ev": 0.76, "smiles": "F/C=C1\\CNC=N1", "e_homo_ev": -8.65, "gap_ev": 9.42, "relative_energy_kcal_mol": 43.76, "symbols": ["F", "C", "C", "C", "N", "C", "N", "H", "H", "H", "H", "H"], "xyz": [[2.866, 0.226, -0.125], [1.828, -0.688, -0.191], [0.577, -0.333, -0.050], [-0.033, 0.981, 0.107], [-1.427, 0.681, -0.451], [-1.507, -0.716, -0.089], [-0.402, -1.348, 0.019], [2.189, -1.744, -0.236], [0.109, 1.336, 1.234], [0.459, 1.775, -0.480], [-2.246, 1.124, 0.148], [-2.412, -1.295, 0.114]]}